No. 1
C12H34ClIN3P2Pd | ωB97M-V with the def2-TZVPD basis set

The frontier orbital gap (alpha / beta) comes out at 0.256 / 0.198 Ha. As for the largest force on an atom: 3.63 eV Å⁻¹. The expectation value of S² is 6.046. The LUMO energy (alpha / beta) is -10.389 / -13.418 eV. For the energy, the calculation gives -60115.299 eV. For the HOMO energy (alpha / beta), the calculation gives -17.4 / -18.8 eV.

ORCA input file:
```
! RIJCOSX wB97M-V def2-TZVPD def2/J DEFGRID3
* xyz 3 5
C -0.45 -0.07 -4.03
I -2.41 -0.14 -2.58
H 0.64 -0.02 -3.83
H -0.77 0.80 -4.61
H -0.69 -1.00 -4.54
Pd 0.01 -0.05 -1.94
P 0.45 2.30 -1.40
C -1.13 3.23 -1.28
C 1.49 3.03 -0.10
H 1.66 4.11 -0.27
H 1.29 4.00 -2.95
H 2.47 2.53 -0.07
H 2.19 2.43 -3.02
H -1.50 3.11 -0.25
H 1.01 2.93 0.89
C 1.20 2.91 -2.95
H -0.97 4.29 -1.50
H 0.58 2.58 -3.80
H -1.86 2.79 -1.97
P 0.42 -2.32 -1.13
C -1.13 -3.22 -0.74
C 1.04 -3.13 -2.64
H 2.52 -2.34 0.12
H 1.81 -3.98 0.03
H 1.14 -2.79 1.18
C 1.58 -2.91 0.18
H 2.02 -2.69 -2.85
H 1.14 -4.22 -2.50
H -0.98 -4.30 -0.74
H -1.89 -2.94 -1.47
H 0.36 -2.91 -3.46
H -1.47 -2.90 0.26
Cl 2.46 -0.11 -1.79
C -3.06 0.18 2.34
N -1.66 0.05 2.78
C -1.47 0.64 4.12
C -0.64 0.07 1.83
N -0.82 0.36 0.57
N 0.60 -0.24 2.33
C 0.75 -0.95 3.60
C 1.77 0.14 1.60
H -3.70 0.09 3.23
H -3.29 -0.64 1.63
H -3.26 1.15 1.85
H -1.39 -0.17 4.88
H -0.58 1.29 4.16
H -2.36 1.23 4.37
H -1.84 0.47 0.43
H 1.63 -1.61 3.53
H 0.94 -0.25 4.44
H -0.14 -1.55 3.81
H 1.58 0.06 0.52
H 2.06 1.18 1.83
H 2.62 -0.50 1.88
*
```

Atomic partial charges in e from the Löwdin method, atoms 1 to 6:
1 C -0.34
2 I 0.97
3 H 0.01
4 H 0.03
5 H 0.02
6 Pd 0.13



No. 2
C12H35N10O22S | ωB97M-V with the def2-TZVPD basis set

The frontier orbital gap comes out at 0.137 Ha. As for the largest force on an atom: 1.92 eV Å⁻¹. The LUMO energy is 1.246 eV. For the energy, the calculation gives -83763.918 eV. For the HOMO energy, the calculation gives -2.5 eV.

ORCA input file:
```
! RIJCOSX wB97M-V def2-TZVPD def2/J DEFGRID3
* xyz -1 1
C -3.79 0.03 -4.27
C -2.38 0.45 -4.15
S -1.70 1.68 -5.25
O -1.42 1.19 -6.58
O -0.70 2.47 -4.55
H -4.43 0.91 -4.01
H -4.13 -0.30 -5.27
H -1.63 -0.35 -4.32
H -2.21 0.93 -3.17
H -2.80 2.46 -5.34
C -0.66 4.81 -2.43
N -1.18 5.24 -1.09
O -1.94 4.46 -0.51
O -0.86 6.33 -0.67
H -1.05 3.83 -2.66
H -1.00 5.56 -3.14
H 0.43 4.80 -2.39
C -3.22 -1.29 -0.38
N -3.15 -2.00 -1.66
O -4.09 -2.41 -2.31
O -2.00 -2.07 -2.08
H -4.25 -1.19 -0.06
H -2.61 -1.84 0.32
H -2.77 -0.32 -0.57
C -2.08 5.29 2.69
N -2.18 4.41 3.89
O -1.18 4.23 4.56
O -3.29 3.92 4.14
H -1.07 5.66 2.60
H -2.37 4.71 1.82
H -2.79 6.10 2.84
C -1.03 -3.85 3.99
N -0.92 -3.01 2.77
O -1.72 -3.22 1.88
O -0.02 -2.20 2.72
H -1.88 -4.52 3.86
H -0.10 -4.40 4.06
H -1.15 -3.21 4.85
C 2.36 1.83 -4.95
N 2.62 2.79 -3.84
O 3.49 2.55 -3.03
O 1.89 3.76 -3.82
H 3.05 1.00 -4.85
H 1.31 1.54 -4.86
H 2.49 2.38 -5.88
C 0.49 0.57 0.96
N -0.61 1.49 1.45
O -0.38 2.65 1.72
O -1.70 0.94 1.51
H 1.43 1.11 0.90
H 0.53 -0.25 1.66
H 0.17 0.21 -0.01
C 0.73 -8.12 4.19
N -0.22 -7.51 5.16
O -1.11 -6.82 4.71
O -0.04 -7.70 6.34
H 0.43 -7.80 3.20
H 1.73 -7.76 4.44
H 0.68 -9.20 4.31
C -0.78 -5.76 0.02
N 0.30 -6.62 0.57
O 0.45 -7.73 0.11
O 0.98 -6.15 1.47
H -1.28 -6.31 -0.77
H -1.45 -5.51 0.84
H -0.32 -4.85 -0.35
C 2.71 4.81 0.40
N 3.74 3.95 1.05
O 3.37 2.98 1.69
O 4.90 4.26 0.88
H 1.74 4.39 0.64
H 2.85 5.81 0.79
H 2.92 4.79 -0.67
C 5.48 0.59 1.01
N 4.83 -0.41 0.14
O 3.61 -0.42 0.08
O 5.56 -1.16 -0.48
H 4.70 1.17 1.46
H 6.09 0.06 1.73
H 6.11 1.20 0.36
*
```

Atomic partial charges in e from the Löwdin method, atoms 1 to 6:
1 C -0.23
2 C -0.52
3 S 0.63
4 O -0.40
5 O -0.44
6 H -0.04



No. 3
C12H35NO5 | ωB97M-V with the def2-TZVPD basis set

The frontier orbital gap comes out at 0.350 Ha. As for the largest force on an atom: 1.83 eV Å⁻¹. The LUMO energy is 0.582 eV. For the energy, the calculation gives -24737.471 eV. For the HOMO energy, the calculation gives -8.9 eV.

ORCA input file:
```
! RIJCOSX wB97M-V def2-TZVPD def2/J DEFGRID3
* xyz 0 1
C -6.35 -0.36 -3.67
O -7.44 0.51 -3.67
C -8.45 0.12 -4.56
C -9.51 1.22 -4.63
C -10.75 0.81 -5.42
N -8.96 2.46 -5.16
H -6.51 -1.24 -3.03
H -5.48 0.13 -3.23
H -6.02 -0.83 -4.61
H -8.05 0.07 -5.59
H -8.91 -0.82 -4.25
H -9.89 1.46 -3.63
H -10.50 0.58 -6.46
H -11.43 1.65 -5.41
H -11.19 -0.06 -4.93
H -8.03 2.62 -4.77
H -8.81 2.56 -6.16
C -6.96 -6.31 -3.16
C -7.25 -5.14 -4.11
O -7.29 -3.88 -3.44
H -7.86 -6.43 -2.55
H -6.11 -6.10 -2.51
H -6.73 -7.22 -3.71
H -8.19 -5.33 -4.65
H -6.46 -5.04 -4.85
H -7.82 -3.98 -2.64
C -2.79 0.24 1.08
C -2.76 -0.75 -0.04
O -4.09 -1.08 -0.42
H -3.45 -0.10 1.89
H -3.15 1.23 0.78
H -1.82 0.35 1.58
H -2.22 -1.67 0.24
H -2.23 -0.34 -0.92
H -4.06 -1.73 -1.12
C -3.20 -2.52 -4.32
C -3.38 -3.58 -3.25
O -4.50 -3.24 -2.43
H -4.09 -2.50 -4.96
H -2.27 -2.69 -4.87
H -3.13 -1.51 -3.92
H -2.51 -3.58 -2.59
H -3.42 -4.60 -3.67
H -5.27 -3.38 -3.01
C 1.58 -4.33 -6.68
C 0.26 -5.08 -6.51
O 0.53 -6.45 -6.24
H 1.36 -3.26 -6.76
H 2.07 -4.69 -7.58
H 2.24 -4.47 -5.83
H -0.39 -5.05 -7.39
H -0.38 -4.60 -5.75
H 1.29 -6.52 -5.66
*
```

Atomic partial charges in e from the Löwdin method, atoms 1 to 6:
1 C -0.13
2 O -0.17
3 C -0.22
4 C -0.45
5 C -0.07
6 N 0.03



No. 4
C12H35NO9 | ωB97M-V with the def2-TZVPD basis set

The frontier orbital gap comes out at 0.337 Ha. As for the largest force on an atom: 2.27 eV Å⁻¹. The LUMO energy is 0.230 eV. For the energy, the calculation gives -32925.369 eV. For the HOMO energy, the calculation gives -8.9 eV.

ORCA input file:
```
! RIJCOSX wB97M-V def2-TZVPD def2/J DEFGRID3
* xyz 0 1
C -3.07 0.59 -2.59
O -1.95 -0.24 -2.39
C -1.90 -0.93 -1.15
C -0.92 -2.06 -1.20
N -0.88 -2.73 0.07
C 0.15 -3.77 0.04
C 0.02 -4.58 1.36
O 0.91 -5.66 1.37
C 0.41 -6.84 0.71
H -3.36 1.09 -1.66
H -3.95 0.13 -3.03
H -2.77 1.34 -3.32
H -2.82 -1.47 -0.91
H -1.59 -0.23 -0.37
H -0.02 -1.50 -1.46
H -1.08 -2.77 -2.02
H -0.55 -2.00 0.70
H 1.14 -3.31 0.06
H 0.13 -4.31 -0.91
H -0.99 -4.97 1.47
H 0.06 -4.02 2.29
H -0.35 -7.23 1.38
H 1.14 -7.62 0.49
H -0.20 -6.77 -0.20
O -0.08 1.86 1.75
C 0.57 3.17 1.87
C 2.08 3.00 2.01
O 2.37 2.49 3.28
H -0.82 1.80 2.35
H 0.32 3.67 0.93
H 0.20 3.83 2.64
H 2.48 4.01 1.91
H 2.42 2.34 1.22
H 1.87 1.68 3.37
O 0.49 -0.76 1.60
C 1.84 -0.89 1.96
C 1.87 -1.18 3.47
O 1.41 -0.02 4.18
H 0.32 0.16 1.80
H 2.34 -1.76 1.55
H 2.31 0.09 1.81
H 2.85 -1.42 3.89
H 1.16 -1.99 3.66
H 0.95 -0.35 4.96
O 0.37 4.52 -5.21
C -0.28 4.02 -4.10
C -0.20 5.00 -2.91
O -1.23 4.76 -2.00
H -0.32 4.67 -5.85
H -1.34 3.92 -4.34
H 0.19 3.04 -3.95
H -0.13 6.05 -3.19
H 0.77 4.74 -2.50
H -1.03 3.90 -1.64
O -0.41 2.17 -1.30
H -0.17 2.08 -0.38
H -0.73 1.30 -1.54
*
```

Atomic partial charges in e from the Löwdin method, atoms 1 to 6:
1 C -0.11
2 O -0.20
3 C -0.23
4 C -0.24
5 N -0.06
6 C -0.18



Record-wise relative energy (zero: lowest compared OMol25 entry of this formula, charge and spin) values, in kcal per mole: 0.00 124.60 0.00 21.29